Formula: C63H47O10
Source: OMol25
Level of theory: ωB97M-V/def2-TZVPD

* frontier orbital gap: 5.00 eV
* DFT total energy: -86567.611 eV
* HOMO: -4.903 eV
* charge: -1
* E_LUMO: 0.10 eV

CARTESIAN COORDINATES (ANGSTROEM)
C1 5.91349 1.35488 -3.25995
C2 5.53161 1.15091 -1.75834
C3 5.32424 -0.32826 -1.28403
C4 5.43359 2.28018 -0.94619
C5 4.07937 2.77338 -0.28142
C6 3.86562 4.31316 -0.57365
C7 3.13583 4.65519 -1.93637
C8 2.98982 3.44162 -2.94249
C9 1.72242 5.33994 -1.77334
C10 0.78871 4.69468 -0.67580
C11 -0.48920 3.99627 -1.23074
C12 -1.59571 4.68674 -1.87640
C13 -2.78622 3.97572 -2.33844
C14 -2.85571 2.54225 -2.14088
C15 -1.72564 1.80808 -1.52514
C16 -0.55074 2.52552 -1.07267
C17 -1.85607 0.25190 -1.35807
O1 -0.90720 -0.48694 -1.52578
C18 -3.29976 -0.23303 -1.01406
C19 -4.34402 0.44545 -1.57753
C20 -5.79222 -0.03251 -1.17376
O2 -6.00459 -1.25566 -1.16545
O3 -6.64812 0.86634 -0.83529
C21 -4.08530 1.65368 -2.54294
O4 -4.77199 1.87319 -3.50619
H1 4.96420 1.34124 -3.87140
H2 6.31810 2.40322 -3.37862
H3 6.61850 0.56936 -3.63707
H4 4.56383 -0.43928 -0.46993
H5 6.31196 -0.65455 -0.84899
H6 5.10811 -0.94283 -2.19592
H7 6.33402 2.89923 -0.67419
H8 4.24002 2.65831 0.83707
H9 3.20990 2.12108 -0.53366
H10 4.88275 4.79014 -0.52182
H11 3.30419 4.72119 0.31792
H12 3.79244 5.41030 -2.46309
H13 2.29452 3.79424 -3.76102
H14 3.97660 3.26856 -3.43654
H15 2.52151 2.52611 -2.50874
H16 1.90610 6.41505 -1.47900
H17 1.21841 5.39343 -2.77968
H18 1.29154 3.97280 0.01258
H19 0.42433 5.54381 -0.02382
H20 -1.50695 5.79014 -2.00565
H21 -3.62195 4.54461 -2.79791
H22 0.28840 1.95017 -0.60350
H23 -3.42280 -1.08007 -0.30480
C22 1.03678 -2.76047 -0.90032
C23 2.38570 -2.93667 -0.60245
C24 2.76357 -3.53642 0.59064
C25 1.79366 -3.95235 1.49749
C26 0.44084 -3.75362 1.20927
C27 0.06613 -3.16711 0.00337
C28 -0.60358 -4.14678 2.18762
O5 -1.78044 -3.97885 1.93863
C29 -0.18393 -4.74206 3.48195
C30 -1.14723 -5.06354 4.43425
C31 -0.76757 -5.63172 5.64081
C32 0.57579 -5.89027 5.89870
C33 1.53978 -5.56695 4.95570
C34 1.16409 -4.98302 3.74856
C35 2.20726 -4.60817 2.76146
O6 3.38342 -4.83070 2.98935
H24 0.74344 -2.30003 -1.83515
H25 3.14345 -2.60674 -1.30428
H26 3.81462 -3.67576 0.81524
H27 -0.98156 -3.02238 -0.23072
H28 -2.19449 -4.86688 4.23732
H29 -1.51859 -5.87587 6.38300
H30 0.87055 -6.34080 6.83981
H31 2.58498 -5.76557 5.16263
C36 -3.09852 -0.99064 -5.32447
C37 -4.42935 -0.58368 -5.30288
C38 -4.98845 0.02546 -6.41729
C39 -4.21502 0.24070 -7.55438
C40 -2.87142 -0.14641 -7.56694
C41 -2.32038 -0.77241 -6.45268
C42 -2.02097 0.11971 -8.75093
O7 -0.85154 -0.21945 -8.76684
C43 -2.61775 0.81714 -9.91927
C44 -1.81867 1.12601 -11.01697
C45 -2.36886 1.76523 -12.11838
C46 -3.72249 2.09075 -12.13214
C47 -4.52094 1.78987 -11.03862
C48 -3.96910 1.16114 -9.92568
C49 -4.82657 0.87589 -8.74601
O8 -6.00820 1.16484 -8.75926
H32 -2.66642 -1.47438 -4.45550
H33 -5.03103 -0.74373 -4.41535
H34 -6.02595 0.33608 -6.39685
H35 -1.28338 -1.08630 -6.46176
H36 -0.76527 0.87185 -11.01231
H37 -1.74352 2.00930 -12.96973
H38 -4.15334 2.58391 -12.99617
H39 -5.57297 2.04916 -11.05123
C50 -3.45093 -1.16481 9.92856
C51 -3.05851 -0.30422 10.95035
C52 -1.71720 0.00461 11.12290
C53 -0.76039 -0.55542 10.28134
C54 -1.15187 -1.43703 9.27243
C55 -2.50052 -1.73076 9.09173
C56 -0.13905 -2.08034 8.39855
O9 -0.47670 -2.84546 7.51736
C57 1.29607 -1.78006 8.62473
C58 2.26082 -2.41922 7.85049
C59 3.60497 -2.13612 8.04439
C60 3.99091 -1.20629 9.00656
C61 3.03343 -0.57117 9.78400
C62 1.68430 -0.86300 9.60214
C63 0.67050 -0.20426 10.46306
O10 1.00623 0.60534 11.30692
H40 -4.50016 -1.39796 9.78909
H41 -3.80123 0.12748 11.61122
H42 -1.41686 0.67895 11.91605
H43 -2.80994 -2.40402 8.30118
H44 1.96528 -3.14158 7.09767
H45 4.35466 -2.63850 7.44395
H46 5.04104 -0.98057 9.15220
H47 3.33866 0.14814 10.53463